[1]
The following is a DFT calculation (wB97M-V/def2-TZVPD) of 12 unconnected molecules or ions with the total composition C52H135N7O19 in a non-equilibrium geometry.

Structure (XYZ):
```
213
Properties=species:S:1:pos:R:3:lowdin_charge:R:1
C 1.553 2.929 3.532 -0.0850
O 1.050 4.087 4.223 -0.1701
C -0.251 3.844 4.719 -0.2269
C -0.686 5.054 5.591 -0.2006
N -0.954 6.200 4.708 -0.0569
C -1.293 7.340 5.528 -0.2236
C -1.290 8.515 4.565 -0.2084
O 0.067 8.883 4.159 -0.1999
C -0.038 10.022 3.312 -0.1229
H 1.773 2.188 4.301 0.0858
H 2.530 3.171 3.114 0.0712
H 0.937 2.535 2.723 0.0772
H -0.315 2.946 5.333 0.1169
H -1.000 3.689 3.942 0.1017
H 0.071 5.223 6.357 0.1148
H -1.602 4.791 6.120 0.1155
H -0.035 6.372 4.324 0.1024
H -0.508 7.466 6.274 0.1171
H -2.235 7.260 6.071 0.1230
H -1.684 9.400 5.065 0.1139
H -1.851 8.288 3.659 0.1176
H -0.177 10.909 3.930 0.0837
H -0.785 9.882 2.530 0.0859
H 0.938 10.192 2.857 0.0836
C 5.023 0.941 -2.225 -0.0999
O 5.781 1.251 -1.069 -0.2007
C 6.478 2.464 -1.225 -0.2200
C 7.202 2.864 0.041 -0.2188
N 6.339 2.968 1.186 -0.0371
C 7.084 3.082 2.380 -0.2617
C 6.300 3.004 3.640 -0.2439
O 5.867 1.691 3.728 -0.2223
C 5.090 1.431 4.924 -0.0580
H 5.619 0.909 -3.137 0.0959
H 4.214 1.661 -2.345 0.0684
H 4.524 -0.020 -2.107 0.0802
H 5.791 3.287 -1.421 0.1277
H 7.223 2.410 -2.019 0.1253
H 7.900 3.690 -0.097 0.1277
H 7.951 2.108 0.280 0.1086
H 5.996 2.031 1.345 0.0814
H 7.556 4.063 2.319 0.1286
H 7.885 2.344 2.406 0.1209
H 5.469 3.706 3.563 0.1295
H 6.914 3.182 4.523 0.1286
H 4.198 2.042 4.784 0.0671
H 5.575 1.645 5.876 0.0915
H 4.729 0.407 4.819 0.0819
C -4.511 0.146 -3.393 -0.0769
O -5.153 -0.441 -2.239 -0.1795
C -4.313 -0.411 -1.084 -0.2218
C -5.135 -0.772 0.111 -0.1909
N -5.752 0.394 0.707 -0.0832
C -6.415 0.171 1.994 -0.1849
C -5.542 -0.189 3.176 -0.1887
O -5.567 -1.599 3.529 -0.1952
C -4.472 -1.978 4.341 -0.1087
H -5.256 0.093 -4.187 0.0892
H -3.637 -0.481 -3.570 0.0788
H -4.079 1.145 -3.333 0.0700
H -3.866 0.573 -0.946 0.0998
H -3.494 -1.116 -1.225 0.1199
H -4.437 -1.214 0.821 0.1186
H -5.909 -1.522 -0.051 0.1318
H -6.443 0.775 0.076 0.1124
H -7.238 -0.537 1.895 0.1231
H -6.892 1.091 2.332 0.1154
H -6.018 0.299 4.026 0.1222
H -4.519 0.152 3.011 0.1082
H -4.488 -3.035 4.610 0.0899
H -4.438 -1.449 5.293 0.0838
H -3.568 -1.685 3.808 0.0651
C -7.855 -4.844 -7.060 -0.1220
O -6.857 -5.832 -6.903 -0.1949
C -7.103 -6.859 -5.912 -0.2080
C -5.889 -7.752 -5.611 -0.1958
N -4.900 -6.922 -4.884 -0.0590
C -3.659 -7.649 -4.789 -0.2292
C -2.587 -6.813 -4.072 -0.2261
O -2.280 -5.682 -4.855 -0.1763
C -1.330 -4.901 -4.195 -0.1301
H -7.944 -4.364 -6.086 0.0823
H -8.841 -5.175 -7.386 0.0799
H -7.597 -4.080 -7.793 0.0831
H -7.869 -7.537 -6.289 0.1136
H -7.424 -6.427 -4.964 0.1176
H -5.491 -8.166 -6.537 0.1135
H -6.263 -8.596 -5.032 0.1172
H -4.736 -5.965 -5.164 0.1115
H -3.259 -7.923 -5.765 0.1154
H -3.857 -8.548 -4.205 0.1189
H -1.647 -7.358 -3.979 0.1176
H -2.992 -6.537 -3.098 0.1242
H -0.442 -5.487 -3.957 0.0898
H -1.723 -4.315 -3.364 0.0948
H -0.910 -4.152 -4.866 0.0605
C -0.793 -0.044 2.892 -0.0856
O -1.552 1.151 2.919 -0.1973
C -2.187 1.457 1.698 -0.2025
C -2.965 2.780 1.825 -0.1680
N -3.998 2.714 0.771 -0.0892
C -4.777 3.979 0.818 -0.1591
C -5.949 4.069 -0.192 -0.1799
O -6.890 5.140 0.125 -0.1866
C -7.913 5.243 -0.876 -0.1139
H -1.478 -0.883 3.019 0.0739
H -0.006 -0.133 3.640 0.0935
H -0.257 -0.153 1.949 0.0552
H -2.854 0.650 1.395 0.1089
H -1.404 1.621 0.958 0.0987
H -2.375 3.692 1.728 0.1237
H -3.482 2.775 2.784 0.1167
H -4.509 1.865 0.966 0.0532
H -4.136 4.833 0.601 0.1188
H -5.134 4.076 1.843 0.1156
H -6.455 3.109 -0.291 0.1035
H -5.558 4.270 -1.190 0.1039
H -8.717 5.951 -0.677 0.0837
H -8.458 4.302 -0.951 0.0785
H -7.500 5.480 -1.856 0.0823
C 0.708 -2.230 -2.979 -0.1269
O -0.426 -1.703 -2.345 -0.1853
C -0.471 -0.289 -2.281 -0.1800
C 0.446 0.406 -1.281 -0.1815
N 0.411 1.825 -1.593 -0.0412
C 1.028 2.555 -0.464 -0.1832
C 2.336 2.123 0.104 -0.1649
O 2.094 0.868 0.815 -0.2118
C 3.241 0.475 1.565 -0.0894
H 1.604 -1.862 -2.479 0.0554
H 0.841 -1.982 -4.032 0.0725
H 0.792 -3.314 -2.911 0.0875
H -1.521 -0.138 -2.030 0.1043
H -0.344 0.077 -3.299 0.1106
H 1.479 0.072 -1.377 0.1147
H 0.089 0.199 -0.273 0.0949
H -0.506 2.207 -1.775 0.0590
H 0.303 2.690 0.339 0.1023
H 1.095 3.571 -0.854 0.1264
H 2.766 2.881 0.758 0.1223
H 3.007 1.970 -0.741 0.1027
H 3.611 1.305 2.167 0.0623
H 4.159 0.172 1.061 0.0639
H 2.990 -0.343 2.240 0.0863
C 7.036 -0.892 1.449 -0.1076
O 6.763 -2.265 1.666 -0.1880
C 5.660 -2.437 2.574 -0.1957
C 5.419 -3.905 2.906 -0.1909
N 4.337 -3.905 3.881 -0.0754
C 4.118 -5.209 4.472 -0.2028
C 3.005 -5.350 5.511 -0.1989
O 3.492 -4.887 6.767 -0.1856
C 2.693 -5.029 7.846 -0.1592
H 7.162 -0.311 2.363 0.0800
H 6.320 -0.392 0.796 0.0547
H 7.955 -0.929 0.865 0.0956
H 4.743 -2.040 2.138 0.1070
H 5.918 -1.954 3.516 0.1213
H 6.276 -4.453 3.298 0.1191
H 5.198 -4.480 2.006 0.1183
H 4.455 -3.226 4.619 0.1204
H 4.970 -5.614 5.017 0.1249
H 3.721 -5.843 3.679 0.1256
H 2.804 -6.419 5.591 0.1230
H 2.072 -4.874 5.209 0.1196
H 1.684 -4.719 7.574 0.0842
H 3.017 -4.321 8.609 0.0945
H 2.561 -6.044 8.220 0.0890
C 0.672 -2.664 0.739 -0.0571
C 1.569 -3.538 1.580 -0.3337
O 1.491 -3.145 2.923 -0.0850
H 0.943 -1.614 0.846 0.0482
H -0.345 -2.743 1.125 0.0838
H 0.713 -2.856 -0.333 0.0623
H 2.600 -3.491 1.228 0.0789
H 1.342 -4.602 1.512 0.1101
H 2.316 -3.404 3.341 0.0252
C 0.674 -2.908 -7.176 -0.0709
C -0.573 -1.992 -7.218 -0.3667
O -0.527 -1.134 -8.285 -0.0523
H 0.680 -3.570 -8.042 0.0764
H 0.685 -3.478 -6.248 0.0484
H 1.557 -2.270 -7.126 0.0645
H -0.590 -1.500 -6.245 0.0918
H -1.454 -2.631 -7.267 0.1099
H -1.333 -0.613 -8.324 0.0911
C 4.021 -3.035 -1.208 -0.0881
C 5.528 -3.042 -1.333 -0.2790
O 5.878 -3.533 -2.670 -0.0863
H 3.654 -4.041 -1.006 0.0815
H 3.527 -2.820 -2.156 0.0591
H 3.705 -2.250 -0.521 0.0665
H 6.007 -3.650 -0.566 0.1011
H 5.859 -2.012 -1.201 0.0910
H 6.797 -3.341 -2.871 0.0714
C 2.284 0.534 -5.009 -0.0811
C 1.400 1.747 -4.992 -0.3067
O 1.854 2.642 -3.960 -0.1070
H 3.290 0.818 -5.315 0.0810
H 1.866 -0.251 -5.639 0.0580
H 2.397 0.106 -4.012 0.0542
H 0.328 1.559 -4.939 0.0901
H 1.609 2.300 -5.907 0.1098
H 1.465 2.342 -3.135 0.0092
C -1.617 3.856 -3.377 -0.0835
C -2.712 3.823 -2.382 -0.3353
O -2.441 2.770 -1.486 -0.1088
H -1.732 4.574 -4.189 0.0907
H -1.403 2.845 -3.723 0.0668
H -0.693 4.046 -2.831 0.0713
H -3.672 3.616 -2.856 0.1028
H -2.722 4.789 -1.878 0.1178
H -2.990 2.904 -0.710 0.0131
```

## Properties
Energy above the lowest of the compared OMol25 structures with the same formula, charge and spin ... 0.5529 eV
Total charge ... 0
SMILES string ... COCCNCCOC.COCCNCCOC.COCCNCCOC.COCCNCCOC.COCCNCCOC.COCCNCCOC.COCCNCCOC.CCO.CCO.CCO.CCO.CCO
2S+1 ... 1
Electronic energy ... -3874.63870 hartree
E_HOMO ... -8.54 eV


[2]
The following is a DFT calculation (wB97M-V/def2-TZVPD) of a molecular structure, C52H136HfN5O23S in a non-equilibrium geometry.

Structure (XYZ):
```
218
Properties=species:S:1:pos:R:3:lowdin_charge:R:1
Hf 17.267 16.282 19.084 1.7378
C 15.156 18.367 17.928 -0.1780
O 16.305 17.851 18.534 -0.4192
H 15.077 19.456 18.035 0.0695
H 15.060 18.221 16.793 0.0897
H 14.247 17.869 18.275 0.0746
S 19.013 14.098 19.943 0.3701
O 20.396 14.104 19.500 -0.2783
O 18.638 12.986 20.678 -0.2484
O 18.729 15.424 20.623 -0.4219
O 18.070 14.352 18.692 -0.4833
O 16.161 16.183 21.047 -0.1224
H 15.631 16.872 21.459 0.0619
H 16.136 15.271 21.461 0.0038
O 17.210 15.911 16.892 -0.0921
H 16.420 15.588 16.452 0.0560
H 18.012 15.649 16.410 0.0206
O 16.368 14.055 22.315 -0.0428
H 16.959 14.310 23.003 0.0604
H 17.068 13.502 21.724 0.1126
O 16.687 8.594 20.969 -0.0589
H 16.263 9.243 21.539 0.0279
H 15.957 8.287 20.399 0.0411
O 18.336 17.872 20.496 -0.0422
H 18.591 18.754 20.234 0.0908
H 19.041 17.497 20.959 0.0434
O 17.829 15.455 13.599 -0.0872
H 17.403 14.626 13.334 0.0352
H 18.316 15.791 12.778 0.0293
O 19.513 16.726 18.212 -0.0742
H 20.010 16.042 18.683 0.0400
H 19.713 16.481 17.293 0.0476
O 14.035 18.296 21.394 -0.0941
H 14.291 19.194 21.049 0.0584
H 13.057 18.275 21.128 0.0421
O 15.520 14.945 18.874 -0.1454
H 15.440 14.129 18.255 0.0795
H 14.663 15.021 19.370 0.0612
O 19.554 15.314 15.790 -0.0681
H 19.919 14.430 15.856 0.0856
H 19.146 15.455 14.862 0.0618
C 15.299 13.752 10.891 -0.0673
C 15.986 12.406 11.099 -0.2824
O 17.181 12.639 11.871 -0.0911
H 15.914 14.434 10.254 0.0836
H 15.188 14.147 11.909 0.0645
H 14.308 13.567 10.496 0.0789
H 16.362 12.095 10.131 0.1146
H 15.292 11.694 11.439 0.0885
H 17.860 12.011 11.663 0.0803
C 13.974 22.138 19.395 -0.0835
C 12.560 21.820 19.916 -0.2899
O 12.322 20.388 19.715 -0.1457
H 14.117 23.214 19.411 0.0720
H 13.987 21.897 18.323 0.0672
H 14.716 21.566 19.946 0.0638
H 11.803 22.426 19.332 0.1114
H 12.441 21.981 21.030 0.1255
H 11.398 20.170 20.022 0.0376
C 11.658 16.169 20.924 -0.0883
C 11.795 14.795 20.359 -0.2403
O 13.195 14.413 20.070 -0.0992
H 12.301 16.279 21.852 0.1048
H 10.651 16.365 21.303 0.0840
H 11.947 16.949 20.202 0.0633
H 11.263 14.747 19.408 0.1131
H 11.395 14.022 21.032 0.1279
H 13.176 13.518 20.378 0.0556
C 14.434 19.407 13.495 -0.0285
C 13.073 18.854 13.087 -0.5160
C 12.577 17.932 14.214 -0.1358
C 12.104 18.723 15.436 -0.1590
C 11.016 19.741 15.027 -0.1471
C 11.354 20.646 13.841 -0.5427
N 12.032 19.869 12.829 -0.0973
O 12.367 20.755 11.781 -0.0137
C 10.019 21.091 13.244 -0.0279
C 12.141 21.862 14.398 -0.0191
C 13.225 18.012 11.859 -0.0337
H 14.303 19.977 14.393 0.0604
H 14.870 19.978 12.680 0.0787
H 15.107 18.617 13.737 0.0662
H 11.748 17.362 13.782 0.1257
H 13.372 17.205 14.474 0.1159
H 12.962 19.101 16.008 0.0934
H 11.575 17.959 16.102 0.1174
H 10.722 20.387 15.880 0.0990
H 10.094 19.231 14.817 0.1076
H 9.422 21.664 14.036 0.1062
H 10.302 21.873 12.483 0.0991
H 9.468 20.237 12.893 0.0801
H 12.454 22.525 13.559 0.0926
H 11.540 22.499 14.958 0.0512
H 13.000 21.581 15.063 0.0892
H 13.740 18.501 11.088 0.0642
H 12.302 17.812 11.381 0.0841
H 13.749 17.081 12.079 0.0883
H 13.213 21.132 12.129 0.0968
C 15.104 11.667 14.938 -0.0077
C 14.587 12.628 16.051 -0.5410
C 13.147 12.090 16.355 -0.0874
C 13.132 10.726 17.160 -0.1376
C 13.900 10.986 18.418 -0.1723
C 15.292 11.378 18.167 -0.4911
N 15.273 12.608 17.286 -0.0678
O 16.643 13.004 16.934 -0.0608
C 15.908 11.761 19.538 -0.0123
C 16.160 10.230 17.689 -0.0057
C 14.610 14.057 15.540 -0.0195
H 14.859 10.642 15.146 0.0554
H 16.222 11.810 14.778 0.1077
H 14.655 12.004 13.976 0.0842
H 12.665 12.807 17.046 0.1153
H 12.592 12.145 15.439 0.1099
H 13.600 9.966 16.613 0.0728
H 12.067 10.425 17.345 0.1339
H 13.918 10.094 19.036 0.1322
H 13.401 11.778 18.983 0.1114
H 16.880 12.213 19.503 0.0510
H 15.258 12.415 20.146 0.0773
H 15.866 10.829 20.177 0.0899
H 17.170 10.619 17.442 0.1052
H 16.415 9.589 18.525 0.0680
H 15.771 9.725 16.778 0.0881
H 14.198 14.776 16.293 0.1061
H 14.113 14.110 14.529 0.1077
H 15.640 14.225 15.341 0.0443
H 17.094 13.343 17.747 0.0390
C 17.089 17.628 11.259 -0.0246
C 18.572 17.500 10.909 -0.4846
C 19.493 18.493 11.679 -0.1225
C 20.995 18.165 11.728 -0.1511
C 21.272 16.726 12.136 -0.1296
C 20.545 15.740 11.242 -0.5392
N 19.090 16.102 11.221 -0.1018
O 18.443 15.233 10.325 -0.0388
C 21.254 15.678 9.921 -0.0367
C 20.701 14.385 11.902 -0.0249
C 18.773 17.811 9.439 -0.0303
H 16.852 18.662 11.241 0.0672
H 16.689 17.120 12.202 0.0939
H 16.545 17.176 10.418 0.0842
H 19.319 19.462 11.197 0.1153
H 19.085 18.678 12.757 0.1159
H 21.488 18.847 12.386 0.0956
H 21.434 18.259 10.727 0.1028
H 20.959 16.489 13.138 0.1020
H 22.319 16.388 11.994 0.1418
H 20.673 15.288 9.063 0.1000
H 21.616 16.628 9.616 0.0536
H 22.181 15.012 9.985 0.1157
H 20.379 14.426 12.932 0.0642
H 19.989 13.688 11.397 0.0931
H 21.712 14.008 11.761 0.0930
H 18.248 18.695 9.061 0.0982
H 18.446 16.923 8.852 0.0974
H 19.858 17.968 9.285 0.0815
H 18.034 14.593 10.923 0.0594
C 18.247 19.660 17.110 -0.0396
C 18.735 20.313 15.785 -0.5014
C 17.559 20.457 14.916 -0.1609
C 17.798 21.375 13.697 -0.1580
C 18.320 22.730 14.130 -0.1251
C 19.535 22.636 15.153 -0.4683
N 19.160 21.664 16.159 -0.0602
O 20.284 21.538 17.101 -0.0104
C 20.818 22.248 14.300 -0.0087
C 19.664 24.039 15.818 -0.0384
C 19.886 19.384 15.203 -0.0099
H 19.111 19.465 17.722 0.0639
H 17.697 18.770 16.872 0.0479
H 17.500 20.296 17.653 0.1051
H 17.264 19.415 14.657 0.1235
H 16.736 20.923 15.495 0.1308
H 16.801 21.435 13.180 0.1115
H 18.499 20.888 12.983 0.0913
H 17.572 23.259 14.684 0.1037
H 18.675 23.440 13.378 0.1217
H 20.555 21.649 13.478 0.0419
H 21.272 23.135 13.908 0.0772
H 21.538 21.728 14.863 0.0609
H 20.685 24.241 16.283 0.0995
H 19.652 24.857 15.024 0.1021
H 18.915 24.221 16.537 0.0569
H 20.471 19.772 14.370 0.0403
H 19.612 18.360 15.027 0.0566
H 20.778 19.299 15.949 0.1193
H 20.105 21.975 17.890 0.0614
C 7.748 18.585 19.432 -0.0006
C 8.694 19.565 18.800 -0.5675
C 7.972 20.323 17.709 -0.1231
C 7.054 21.482 18.125 -0.1432
C 7.776 22.332 19.186 -0.1364
C 8.315 21.559 20.361 -0.4926
N 9.233 20.511 19.732 -0.0829
O 9.868 19.794 20.750 -0.0368
C 9.206 22.481 21.134 -0.0450
C 7.251 20.983 21.324 -0.0165
C 9.868 18.965 18.126 -0.0485
H 7.273 18.054 18.653 0.0852
H 7.076 19.036 20.105 0.0517
H 8.239 17.777 20.001 0.0959
H 8.730 20.797 17.027 0.1250
H 7.404 19.574 17.103 0.1368
H 6.156 21.196 18.602 0.0879
H 6.725 22.054 17.227 0.1282
H 7.144 23.104 19.571 0.1167
H 8.643 22.840 18.742 0.1291
H 10.187 22.666 20.606 0.0794
H 8.723 23.452 21.235 0.0893
H 9.368 22.217 22.195 0.0974
H 6.389 20.622 20.850 0.0512
H 7.671 20.231 22.026 0.0996
H 6.928 21.793 21.991 0.0981
H 10.377 18.169 18.700 0.0881
H 10.579 19.731 17.833 0.0794
H 9.556 18.411 17.259 0.0837
H 9.213 19.233 21.110 0.0606
```

## Properties
Total charge ... +1
2S+1 ... 1
Electronic energy ... -4513.17926 hartree
E_HOMO ... -10.06 eV